Entry 1:
Here is a structure of composition C36H30Cl3IrN2O4PS in a non-equilibrium geometry from OMol25. Energies are from ωB97M-V/def2-TZVPD.

energy above the lowest of the compared OMol25 structures with the same formula, charge and spin = 1.8428 eV
lowest unoccupied orbital energy (alpha / beta) = -0.2743 / -0.2838 hartree
charge = +2
molecular weight = 916.3 g/mol
2S+1 = 2
orbital gap (alpha / beta) = 5.75 / 5.49 eV

Positions of all 78 atoms, in Å:
Ir: -0.19 -0.17 -0.99
C: -1.05 -1.67 5.73
C: -0.62 -2.67 4.87
C: -0.28 -2.37 3.56
C: -0.36 -1.05 3.12
C: -0.83 -0.04 3.96
C: -1.16 -0.36 5.27
P: 0.20 -0.63 1.45
C: -0.79 0.86 1.05
C: -2.19 0.64 1.03
C: -3.06 1.69 1.23
C: -2.55 2.97 1.44
C: -1.18 3.21 1.41
C: -0.30 2.17 1.22
C: 1.92 -0.15 1.54
C: 2.62 -0.22 2.73
C: 3.99 0.09 2.75
C: 4.64 0.41 1.59
C: 3.95 0.46 0.36
C: 4.62 0.76 -0.85
C: 3.93 0.81 -2.03
C: 2.55 0.53 -2.06
C: 1.86 0.23 -0.91
C: 2.56 0.18 0.32
H: -1.31 -1.90 6.75
H: -0.54 -3.69 5.23
H: 0.05 -3.15 2.89
H: -0.91 0.98 3.62
H: -1.50 0.42 5.94
H: -2.57 -0.37 0.93
H: -4.13 1.51 1.25
H: -3.23 3.79 1.64
H: -0.80 4.21 1.58
H: 0.77 2.34 1.24
H: 2.12 -0.51 3.65
H: 4.53 0.06 3.69
H: 5.70 0.63 1.60
H: 5.68 0.96 -0.83
H: 4.44 1.05 -2.95
H: 2.04 0.58 -3.01
O: -1.13 -4.52 -0.88
C: -0.44 -3.49 -0.95
O: -0.75 -2.35 -0.52
C: 1.02 -3.74 -1.48
N: 0.98 -5.10 -2.09
C: 2.11 -5.93 -1.56
C: 3.02 -4.92 -0.87
C: 2.04 -3.87 -0.34
H: 1.32 -2.99 -2.20
H: 0.95 -5.08 -3.10
H: 0.02 -5.41 -1.73
H: 2.60 -6.47 -2.37
H: 1.71 -6.65 -0.85
H: 3.71 -4.47 -1.59
H: 3.61 -5.38 -0.07
H: 2.51 -2.92 -0.12
H: 1.55 -4.24 0.56
Cl: -1.43 -1.27 -6.33
C: -0.10 -0.41 -5.54
Cl: -0.23 1.33 -5.79
Cl: 1.48 -1.00 -6.11
C: -0.14 -0.70 -4.12
N: -0.10 -0.97 -3.00
O: -5.81 6.46 -0.53
C: -4.53 6.50 -0.88
O: -3.94 7.53 -0.96
C: -3.82 5.19 -1.17
C: -4.47 3.97 -1.35
C: -3.74 2.83 -1.64
C: -2.35 2.90 -1.76
S: -1.51 1.49 -2.35
C: -1.70 4.12 -1.57
C: -2.43 5.25 -1.29
H: -6.19 5.57 -0.49
H: -5.55 3.89 -1.30
H: -4.24 1.88 -1.81
H: -0.62 4.18 -1.68
H: -1.96 6.22 -1.18

=====

Entry 2:
Here is the molecule C5H4N2O in a non-equilibrium geometry from OMol25. Energies are from ωB97M-V/def2-TZVPD.

energy above the lowest of the compared OMol25 structures with the same formula, charge and spin = 2.3056 eV
lowest unoccupied orbital energy = -0.0188 hartree
charge = 0
structure (SMILES) = O=Cc1cncnc1
molecular weight = 108.1 g/mol
orbital gap = 9.36 eV

Positions of all 12 atoms, in Å:
O: 2.71 -0.65 -0.17
C: 2.04 0.36 -0.09
C: 0.52 0.26 0.02
C: -0.37 1.10 0.22
N: -1.74 0.90 -0.14
C: -2.15 -0.37 -0.24
N: -1.25 -1.47 0.05
C: -0.07 -1.13 0.17
H: 2.68 1.35 -0.37
H: 0.10 2.12 0.55
H: -3.18 -0.53 -0.46
H: 0.73 -1.94 0.47

=====

Entry 3:
Here is the molecule C8H9ClOS in a non-equilibrium geometry from OMol25. Energies are from ωB97M-V/def2-TZVPD.

energy above the lowest of the compared OMol25 structures with the same formula, charge and spin = 1.7842 eV
lowest unoccupied orbital energy = 0.0100 hartree
charge = 0
structure (SMILES) = ClSCOCc1ccccc1
molecular weight = 188.7 g/mol
orbital gap = 9.27 eV

Positions of all 20 atoms, in Å:
Cl: 1.35 3.45 -2.58
S: 2.16 3.13 -0.78
C: 2.12 1.10 -0.94
O: 2.22 0.25 0.20
C: 1.50 -1.05 0.21
C: 0.07 -0.75 0.39
C: -0.44 0.54 0.89
C: -1.84 0.70 0.87
C: -2.71 -0.36 0.74
C: -2.26 -1.61 0.37
C: -0.86 -1.76 0.15
H: 3.00 0.98 -1.63
H: 1.19 0.79 -1.56
H: 1.52 -1.70 -0.67
H: 2.11 -1.43 1.11
H: 0.34 1.40 0.82
H: -2.34 1.58 1.37
H: -3.70 -0.20 0.90
H: -2.98 -2.32 0.19
H: -0.47 -2.74 -0.03

=====

Entry 4:
Here is a cluster of 2 separate species, C2HN3O4 in total in a non-equilibrium geometry from OMol25. Energies are from ωB97M-V/def2-TZVPD.

energy above the lowest of the compared OMol25 structures with the same formula, charge and spin = 1.0720 eV
lowest unoccupied orbital energy (alpha / beta) = 0.0080 / -0.1071 hartree
charge = 0
molecular weight = 131.0 g/mol
2S+1 = 3
orbital gap (alpha / beta) = 7.88 / 6.44 eV

Positions of all 10 atoms, in Å:
C: -0.63 -1.35 -1.21
C: -1.71 -1.08 -0.56
N: 0.38 -1.66 -1.94
N: 1.51 -1.52 -2.04
N: 0.83 2.44 2.27
O: -2.69 -0.81 0.04
O: 2.53 -1.68 -2.52
O: 0.16 2.85 3.13
O: 0.22 1.66 1.38
H: -0.61 1.14 1.48

=====

Entry 5:
Here is a cluster of 2 separate species, C2H8N4O in total in a non-equilibrium geometry from OMol25. Energies are from ωB97M-V/def2-TZVPD.

energy above the lowest of the compared OMol25 structures with the same formula, charge and spin = 0.0000 eV
lowest unoccupied orbital energy (alpha / beta) = -0.1589 / -0.3242 hartree
charge = +1
molecular weight = 104.1 g/mol
2S+1 = 2
orbital gap (alpha / beta) = 8.76 / 4.26 eV

Positions of all 15 atoms, in Å:
N: -0.64 0.61 0.74
C: -1.09 -0.54 1.32
N: -2.41 -0.80 1.22
N: -0.34 -1.37 2.05
H: 0.24 0.96 1.10
H: -1.39 1.30 0.75
H: -2.83 -0.47 0.36
H: -2.60 -1.78 1.43
H: 0.46 -0.93 2.52
C: 2.13 0.65 -2.43
N: 1.52 0.57 -1.18
O: 1.63 1.21 -3.36
H: 3.07 0.09 -2.54
H: 1.72 -0.25 -0.63
H: 0.54 0.74 -1.34

=====

Entry 6:
Here is a structure of composition C3Li2MgO3 in a non-equilibrium geometry from OMol25. Energies are from ωB97M-V/def2-TZVPD.

energy above the lowest of the compared OMol25 structures with the same formula, charge and spin = 0.2125 eV
lowest unoccupied orbital energy (alpha / beta) = -0.1500 / -0.1619 hartree
charge = +1
molecular weight = 122.2 g/mol
2S+1 = 2
orbital gap (alpha / beta) = 6.27 / 8.07 eV

Positions of all 9 atoms, in Å:
O: -2.57 0.07 -0.34
C: -1.44 0.44 0.01
O: -0.99 1.62 -0.03
Mg: 0.96 1.75 0.50
Li: -2.45 -1.83 -0.32
C: -0.43 -0.68 0.29
C: 0.67 -1.25 0.18
O: 1.84 -1.59 0.35
Li: 3.43 -1.95 -0.41

=====

Entry 7:
Here is a structure of composition C22H31BrClF3O18S2 in a non-equilibrium geometry from OMol25. Energies are from ωB97M-V/def2-TZVPD.

lowest unoccupied orbital energy = -0.0274 hartree
charge = 0
molecular weight = 820.0 g/mol
orbital gap = 9.26 eV

Positions of all 78 atoms, in Å:
C: -7.56 -0.47 2.42
C: -6.26 -0.28 1.47
Br: -6.72 1.25 0.25
C: -5.02 0.06 2.41
C: -3.60 -0.13 1.72
Cl: -2.65 1.38 2.19
O: -3.53 -0.12 0.26
S: -2.12 -0.90 -0.20
O: -2.06 -1.53 -1.54
O: -0.83 -0.15 -0.04
O: -2.28 -2.14 0.95
C: -2.63 -1.34 2.13
S: -2.88 -2.28 3.70
O: -1.53 -2.88 4.04
O: -3.26 -1.43 4.87
C: -4.01 -3.79 3.47
F: -3.76 -4.61 4.56
F: -5.33 -3.37 3.56
F: -3.71 -4.53 2.32
H: -7.79 -1.57 2.62
H: -7.29 0.04 3.41
H: -8.46 0.10 2.03
H: -6.07 -1.17 0.80
H: -5.17 -0.51 3.38
H: -5.11 1.17 2.67
H: -1.64 -0.79 2.33
C: -1.68 2.23 -3.35
C: -2.66 3.22 -2.75
C: -2.02 4.30 -1.94
O: -3.06 4.66 -1.04
C: -3.83 3.55 -0.87
O: -4.69 3.43 -0.05
O: -3.49 2.58 -1.77
H: -2.20 1.37 -3.75
H: -1.10 2.70 -4.15
H: -0.98 1.85 -2.59
H: -3.31 3.62 -3.53
H: -1.72 5.16 -2.54
H: -1.16 3.96 -1.35
C: 3.94 -0.89 -1.32
C: 3.42 0.53 -1.31
C: 1.93 0.63 -1.20
O: 1.67 1.89 -1.82
C: 2.67 2.10 -2.72
O: 2.68 2.97 -3.54
O: 3.66 1.18 -2.56
H: 5.00 -0.91 -1.59
H: 3.82 -1.36 -0.34
H: 3.41 -1.50 -2.06
H: 3.92 1.10 -0.53
H: 1.58 0.62 -0.17
H: 1.39 -0.14 -1.77
C: -0.39 -5.61 1.33
C: 0.87 -5.80 2.14
C: 1.56 -4.52 2.48
O: 2.91 -4.95 2.65
C: 3.07 -6.05 1.86
O: 4.12 -6.56 1.62
O: 1.87 -6.49 1.39
H: -0.75 -6.57 0.95
H: -1.17 -5.16 1.94
H: -0.21 -4.98 0.46
H: 0.66 -6.40 3.03
H: 1.18 -4.06 3.39
H: 1.54 -3.78 1.67
C: 6.15 5.16 -3.33
C: 6.75 4.47 -2.13
C: 7.90 3.56 -2.45
O: 7.86 2.63 -1.36
C: 6.56 2.59 -0.95
O: 6.12 1.78 -0.18
O: 5.82 3.57 -1.53
H: 5.22 5.65 -3.07
H: 6.84 5.91 -3.74
H: 5.92 4.44 -4.12
H: 7.03 5.22 -1.37
H: 8.86 4.08 -2.48
H: 7.76 3.00 -3.38

=====

Entry 8:
Here is the molecule C11H12O2 in a non-equilibrium geometry from OMol25. Energies are from ωB97M-V/def2-TZVPD.

energy above the lowest of the compared OMol25 structures with the same formula, charge and spin = 2.5499 eV
lowest unoccupied orbital energy = 0.0250 hartree
charge = 0
structure (SMILES) = C[C@H]1CC(=O)[C@]1(O)c1ccccc1
molecular weight = 176.2 g/mol
orbital gap = 9.72 eV

Positions of all 25 atoms, in Å:
C: -2.03 -1.40 -0.03
C: -1.23 -0.24 -0.45
C: -2.08 1.03 -0.81
C: -1.52 1.78 0.40
O: -1.55 2.86 0.94
C: -0.58 0.52 0.73
O: -0.87 -0.14 1.99
C: 0.86 0.53 0.51
C: 1.46 1.39 -0.41
C: 2.82 1.34 -0.75
C: 3.54 0.37 -0.12
C: 2.94 -0.60 0.67
C: 1.61 -0.50 0.98
H: -2.82 -1.12 0.78
H: -1.43 -2.20 0.25
H: -2.71 -1.69 -0.78
H: -0.42 -0.50 -1.22
H: -3.21 0.88 -0.69
H: -1.87 1.52 -1.74
H: -0.32 0.18 2.67
H: 0.64 2.08 -0.88
H: 3.32 2.21 -1.31
H: 4.59 0.26 -0.29
H: 3.45 -1.37 1.10
H: 1.09 -1.15 1.61

=====

Entry 9:
Here is a cluster of 10 separate species, C12H44N14O10 in total in a non-equilibrium geometry from OMol25. Energies are from ωB97M-V/def2-TZVPD.

energy above the lowest of the compared OMol25 structures with the same formula, charge and spin = 12.8771 eV
lowest unoccupied orbital energy = -0.0423 hartree
charge = 0
structure (SMILES) = NC(N)=O.NC(N)=O.NC(N)=O.NC(N)=O.NC(N)=O.NC(N)=O.NC(N)=O.CCO.CCO.CO
molecular weight = 544.6 g/mol
orbital gap = 7.20 eV

Positions of all 80 atoms, in Å:
N: 25.53 -11.10 0.57
C: 26.07 -11.55 1.70
N: 26.89 -12.48 1.43
O: 25.86 -11.04 2.98
H: 25.08 -10.24 0.90
H: 25.22 -11.56 -0.34
H: 27.28 -13.10 2.17
H: 26.74 -12.95 0.53
N: 28.93 -11.53 0.06
C: 28.80 -10.32 -0.48
N: 27.67 -9.66 -0.31
O: 29.90 -9.65 -1.02
H: 29.87 -11.95 0.01
H: 28.18 -11.87 0.78
H: 27.69 -8.71 -0.83
H: 26.72 -10.09 -0.15
N: 27.84 -10.84 8.41
C: 28.07 -12.10 8.75
N: 27.35 -13.04 8.23
O: 28.82 -12.39 9.81
H: 28.38 -10.13 8.91
H: 27.65 -10.65 7.31
H: 27.63 -14.00 8.49
H: 26.66 -12.85 7.51
N: 27.33 -10.45 5.96
C: 27.41 -9.19 5.83
N: 27.07 -8.64 7.00
O: 27.43 -8.55 4.58
H: 26.38 -10.90 5.81
H: 27.82 -10.80 5.14
H: 27.00 -7.56 6.98
H: 27.37 -9.08 7.88
N: 27.33 -15.42 6.27
C: 27.93 -16.09 7.22
N: 27.89 -17.35 7.00
O: 28.51 -15.51 8.28
H: 27.21 -14.41 6.51
H: 27.37 -15.73 5.31
H: 28.36 -17.98 7.64
H: 27.51 -17.89 6.21
N: 28.26 -8.19 1.94
C: 29.14 -7.27 1.77
N: 29.66 -7.33 0.52
O: 29.31 -6.24 2.74
H: 27.80 -8.41 2.79
H: 27.92 -8.70 1.11
H: 30.36 -6.56 0.47
H: 30.01 -8.10 -0.01
N: 27.71 -16.23 3.49
C: 28.44 -15.14 3.40
N: 27.74 -14.03 3.41
O: 29.85 -15.13 3.38
H: 28.23 -17.10 3.64
H: 26.69 -16.13 3.36
H: 28.43 -13.29 3.55
H: 26.68 -14.05 3.70
C: 32.66 -9.20 1.44
C: 31.60 -10.16 1.76
O: 30.76 -9.55 2.72
H: 32.90 -8.64 2.31
H: 32.10 -8.52 0.84
H: 33.51 -9.64 0.87
H: 31.96 -11.03 2.33
H: 31.03 -10.50 0.90
H: 30.04 -9.07 2.30
C: 29.93 -12.82 5.79
C: 29.94 -11.50 4.92
O: 28.85 -11.59 4.02
H: 30.02 -13.79 5.23
H: 29.01 -12.89 6.43
H: 30.67 -12.86 6.52
H: 30.91 -11.42 4.38
H: 29.84 -10.66 5.57
H: 28.95 -11.03 3.27
C: 30.92 -7.52 5.31
O: 30.74 -7.52 6.68
H: 30.14 -8.18 4.89
H: 31.94 -7.72 4.91
H: 30.59 -6.51 5.08
H: 30.34 -8.38 6.93

=====

Entry 10:
Here is a cluster of 2 separate species, C28H29N5O6 in total in a non-equilibrium geometry from OMol25. Energies are from ωB97M-V/def2-TZVPD.

energy above the lowest of the compared OMol25 structures with the same formula, charge and spin = 0.0000 eV
lowest unoccupied orbital energy = -0.0192 hartree
charge = 0
structure (SMILES) = CNC(=O)[C@H](Cc1c[nH]c2ccccc12)NC(C)=O.Cc1c(Nc2ccccc2C(=O)O)cccc1[N+](=O)[O-]
molecular weight = 531.6 g/mol
orbital gap = 7.23 eV

Positions of all 68 atoms, in Å:
C: 7.63 2.84 -2.40
N: 6.26 2.35 -2.30
C: 5.74 1.25 -1.72
O: 4.61 0.96 -2.08
C: 6.52 0.30 -0.75
C: 5.75 -0.29 0.46
C: 4.28 -0.56 0.30
C: 3.73 -1.68 -0.22
N: 2.37 -1.52 -0.32
C: 1.97 -0.28 0.13
C: 0.73 0.37 0.18
C: 0.65 1.67 0.73
C: 1.82 2.30 1.20
C: 3.06 1.65 1.11
C: 3.17 0.35 0.57
N: 7.86 0.73 -0.29
C: 8.21 1.77 0.47
C: 7.18 2.68 1.12
O: 9.40 2.00 0.64
H: 7.73 3.44 -3.30
H: 8.34 2.02 -2.46
H: 7.87 3.48 -1.54
H: 5.57 2.83 -2.86
H: 6.71 -0.56 -1.39
H: 6.23 -1.22 0.75
H: 5.84 0.38 1.31
H: 4.29 -2.54 -0.57
H: 1.76 -2.20 -0.75
H: -0.15 -0.11 -0.21
H: -0.30 2.18 0.77
H: 1.76 3.29 1.61
H: 3.95 2.15 1.46
H: 8.64 0.20 -0.63
H: 6.32 2.83 0.47
H: 6.87 2.25 2.07
H: 7.65 3.65 1.31
C: -5.39 -3.50 -1.49
C: -4.34 -2.72 -0.72
C: -4.76 -1.67 0.14
N: -6.11 -1.31 0.14
C: -6.83 -0.49 1.01
C: -6.54 -0.50 2.38
C: -7.25 0.30 3.27
C: -8.28 1.11 2.79
C: -8.59 1.11 1.43
C: -7.89 0.30 0.51
C: -8.29 0.33 -0.91
O: -7.93 -0.55 -1.68
O: -9.08 1.35 -1.32
C: -3.81 -0.97 0.90
C: -2.47 -1.33 0.86
C: -2.05 -2.35 0.01
C: -2.95 -3.04 -0.82
N: -2.43 -3.99 -1.72
O: -2.92 -4.06 -2.86
O: -1.50 -4.70 -1.34
H: -5.08 -4.54 -1.62
H: -6.35 -3.53 -0.97
H: -5.54 -3.05 -2.48
H: -6.58 -1.44 -0.77
H: -5.77 -1.16 2.76
H: -7.02 0.28 4.33
H: -8.84 1.74 3.48
H: -9.41 1.75 1.09
H: -9.22 1.20 -2.27
H: -4.10 -0.14 1.52
H: -1.74 -0.80 1.48
H: -0.99 -2.59 -0.02

=====

charge of number 4 (C2HN3O4)?
0